A cluster of 13 separate species, C60H153N7O20 in total in a non-equilibrium geometry, computed with ωB97M-V/def2-TZVPD.

XYZ file:
```
240
Properties=species:S:1:pos:R:3:mulliken_charge:R:1
C -6.557 2.150 -1.576 -1.5564
C -5.514 3.013 -2.296 0.5911
C -5.283 4.461 -1.715 -0.2975
O -4.273 2.417 -2.261 0.6177
H -7.630 2.456 -1.648 0.3822
H -6.464 2.146 -0.497 0.2411
H -6.612 1.119 -1.942 0.3435
H -5.876 3.059 -3.344 0.2235
H -6.179 5.080 -1.563 0.3492
H -4.553 4.853 -2.425 -0.0702
H -4.789 4.242 -0.709 -0.0665
H -4.198 1.668 -1.682 -0.4523
C -0.046 0.722 4.623 -0.3177
C 0.292 2.069 4.039 0.5345
C 1.816 2.157 3.665 -0.7735
O -0.371 2.256 2.795 -0.4392
H 0.475 -0.001 3.937 -0.4451
H -1.119 0.563 4.775 -0.2378
H 0.292 0.653 5.664 0.3686
H 0.045 2.821 4.769 0.6132
H 2.423 1.928 4.610 0.1677
H 2.072 3.082 3.128 0.4862
H 2.129 1.376 2.958 -0.3742
H -1.301 2.314 2.902 0.2720
C 5.706 -0.809 -2.518 -0.9602
C 6.331 0.147 -3.581 0.6699
C 6.679 -0.499 -4.857 -1.6295
O 5.424 1.247 -3.933 -0.5114
H 4.946 -1.532 -2.933 0.2152
H 5.210 -0.147 -1.777 0.0857
H 6.499 -1.459 -2.171 0.4546
H 7.314 0.487 -3.189 0.1550
H 5.755 -1.026 -5.281 0.2890
H 7.339 -1.336 -4.754 0.4279
H 7.030 0.175 -5.585 0.4038
H 5.006 1.560 -3.140 0.2368
C 4.415 -5.250 0.929 -1.2646
C 5.028 -4.462 -0.186 1.7563
C 5.180 -3.037 0.232 -1.0383
O 6.332 -5.028 -0.489 -0.6722
H 3.377 -5.049 1.094 0.0279
H 5.032 -5.274 1.856 0.3718
H 4.536 -6.287 0.576 0.4133
H 4.449 -4.544 -1.096 -0.3982
H 4.270 -2.649 0.721 0.4064
H 5.442 -2.429 -0.592 -0.2759
H 5.990 -2.962 0.970 0.3795
H 6.969 -4.355 -0.584 0.3579
C -3.538 -3.198 -0.527 -1.2574
C -2.660 -1.968 -0.628 1.2534
C -3.530 -0.701 -0.734 0.8344
O -1.765 -1.887 0.439 -0.0697
H -3.025 -4.068 -0.093 0.2080
H -3.960 -3.394 -1.512 0.3116
H -4.346 -3.000 0.209 0.1575
H -2.045 -2.027 -1.496 -0.2652
H -2.929 0.189 -0.526 -0.9159
H -4.289 -0.539 0.107 -0.3630
H -4.073 -0.518 -1.698 0.0302
H -1.207 -1.077 0.419 -0.0400
C 1.846 0.269 -0.209 -1.0999
C 0.622 1.128 0.090 0.5343
C -0.184 1.385 -1.172 1.2828
O -0.279 0.316 0.972 0.9473
H 1.529 -0.656 -0.708 0.0901
H 2.340 -0.046 0.708 0.0597
H 2.525 0.918 -0.753 0.2640
H 0.928 2.020 0.616 0.7200
H -1.063 1.994 -0.924 -0.7657
H -0.481 0.512 -1.728 -0.6124
H 0.425 1.996 -1.913 -0.5538
H -0.435 0.833 1.782 -0.8637
C -8.146 -3.077 2.288 -0.8242
O -7.869 -1.868 2.884 -0.3607
C -6.513 -1.561 3.108 0.3751
C -6.449 -0.626 4.394 -0.9407
N -5.170 0.006 4.593 -0.2279
C -4.996 1.153 3.710 -0.5083
C -3.483 1.255 3.493 -0.4002
O -3.079 2.348 2.737 -0.6290
C -3.585 2.331 1.419 -0.2348
H -7.693 -3.237 1.335 0.3142
H -9.188 -3.092 2.171 0.3180
H -7.794 -3.939 2.858 0.3422
H -6.068 -1.059 2.181 -0.3591
H -5.956 -2.562 3.282 0.2976
H -6.884 -1.153 5.231 0.4172
H -7.207 0.180 4.182 0.3401
H -5.101 0.334 5.545 0.2742
H -5.336 2.057 4.167 0.3046
H -5.574 1.027 2.738 0.2781
H -3.250 0.300 2.873 0.1148
H -3.052 1.182 4.503 0.3719
H -3.942 1.343 1.069 -0.2716
H -2.750 2.708 0.850 0.3486
H -4.472 2.977 1.400 0.2556
C -2.414 -9.430 2.150 -0.6290
O -1.238 -9.272 1.429 -0.3986
C -0.425 -8.210 1.761 -0.3687
C -0.816 -6.967 0.983 -0.5913
N 0.232 -6.009 1.077 0.0851
C 0.074 -4.831 0.191 0.6593
C 0.483 -4.978 -1.231 -0.5380
O 1.888 -5.279 -1.259 -0.0192
C 2.366 -5.548 -2.540 -1.0175
H -2.708 -10.497 2.109 0.2401
H -3.218 -8.829 1.688 0.2408
H -2.352 -9.123 3.190 0.3099
H 0.648 -8.455 1.461 0.3018
H -0.613 -7.927 2.834 0.2258
H -1.730 -6.623 1.449 0.3405
H -1.082 -7.197 -0.054 0.3004
H 1.101 -6.402 0.832 0.2732
H 0.554 -3.951 0.614 0.1057
H -0.980 -4.526 0.115 -1.1132
H 0.282 -4.119 -1.858 0.3348
H -0.055 -5.871 -1.669 0.2343
H 1.804 -6.306 -3.059 0.3675
H 3.366 -5.898 -2.415 0.3153
H 2.380 -4.625 -3.138 0.3200
C -0.630 -2.381 10.736 -0.6564
O -0.883 -1.761 9.520 -0.3107
C 0.225 -0.911 9.183 -0.5756
C 1.455 -1.538 8.518 -0.6988
N 1.217 -1.801 7.155 0.0751
C 2.303 -2.342 6.293 -0.7881
C 1.852 -2.621 4.867 0.5709
O 0.776 -3.560 4.952 -0.4793
C 0.151 -3.779 3.719 -0.1661
H -0.464 -1.582 11.529 0.2704
H 0.250 -3.078 10.791 0.2390
H -1.456 -3.041 11.025 0.2762
H 0.537 -0.378 10.056 0.5020
H -0.091 -0.115 8.460 0.1346
H 1.836 -2.405 9.068 0.3912
H 2.249 -0.885 8.610 0.3714
H 0.378 -2.375 7.028 0.2305
H 2.700 -3.238 6.723 0.4459
H 3.057 -1.562 6.135 0.1037
H 2.656 -3.138 4.351 0.4521
H 1.493 -1.781 4.295 -0.6346
H -0.829 -4.233 3.972 0.2905
H 0.756 -4.445 2.998 0.1940
H 0.092 -2.849 3.106 -0.0893
C 2.368 7.562 -1.819 -0.3997
O 2.593 6.885 -3.062 -0.4246
C 2.757 5.481 -2.809 0.2546
C 3.183 4.819 -4.171 -0.7121
N 3.612 3.444 -4.004 0.0694
C 2.558 2.471 -4.323 0.1102
C 2.109 2.433 -5.836 -0.9976
O 0.806 1.854 -5.859 0.3388
C 0.303 1.526 -7.166 -1.1021
H 2.638 8.610 -1.893 0.3172
H 2.974 7.087 -1.022 0.1917
H 1.326 7.418 -1.460 0.0364
H 1.852 5.041 -2.334 -0.1302
H 3.565 5.347 -2.052 0.2424
H 3.918 5.532 -4.528 0.4792
H 2.251 4.818 -4.773 -0.1138
H 4.528 3.144 -4.351 0.2488
H 1.720 2.856 -3.683 -0.5471
H 2.840 1.470 -4.020 0.6414
H 2.868 1.882 -6.391 0.2869
H 2.037 3.434 -6.225 0.3622
H -0.677 1.166 -7.009 0.2940
H 0.779 0.729 -7.748 0.2573
H 0.212 2.372 -7.816 0.3845
C -6.248 -2.610 -5.247 -0.8707
O -4.968 -2.044 -5.160 -0.2164
C -4.911 -0.701 -5.578 -1.2050
C -3.842 0.028 -4.790 1.2533
N -2.633 -0.674 -4.974 -0.0947
C -1.519 -0.238 -4.138 2.3142
C -0.258 -0.972 -4.658 -1.1273
O -0.280 -2.389 -4.335 0.0261
C 0.111 -3.253 -5.342 -0.8902
H -6.977 -1.901 -4.943 0.3627
H -6.344 -3.499 -4.618 0.2472
H -6.402 -2.972 -6.289 0.2720
H -5.772 -0.113 -5.594 0.6057
H -4.526 -0.628 -6.626 0.3095
H -4.197 0.071 -3.709 -0.6625
H -3.685 1.075 -5.091 -0.1915
H -2.741 -1.669 -4.912 0.4480
H -1.682 -0.411 -3.046 -1.5091
H -1.337 0.817 -4.162 -0.5731
H 0.684 -0.563 -4.258 0.3343
H -0.227 -0.768 -5.757 0.4581
H 1.217 -3.222 -5.672 0.2706
H -0.479 -3.053 -6.319 0.3009
H -0.212 -4.241 -5.046 0.2511
C 5.534 0.768 6.772 -0.3836
O 6.538 0.538 5.829 -0.4088
C 6.525 -0.626 5.010 -0.8600
C 5.727 -0.497 3.702 0.5258
N 6.241 0.668 2.979 -0.4844
C 5.186 0.847 1.821 1.0959
C 5.217 2.236 1.219 -0.7286
O 4.711 3.186 2.117 -0.2113
C 4.692 4.456 1.541 -0.8451
H 5.754 1.712 7.290 0.3093
H 5.589 0.020 7.599 0.2656
H 4.577 0.904 6.276 0.0249
H 6.170 -1.521 5.564 0.3657
H 7.529 -0.809 4.775 0.4475
H 4.640 -0.572 3.862 0.0075
H 5.964 -1.422 3.083 -0.2111
H 6.086 1.573 3.488 0.3920
H 4.167 0.756 2.221 -0.6046
H 5.281 0.080 0.997 -0.1836
H 4.609 2.325 0.289 0.2179
H 6.203 2.579 0.902 0.4919
H 5.603 4.657 0.994 0.3721
H 4.454 5.148 2.299 0.3507
H 3.834 4.525 0.821 0.2008
C -1.556 6.070 -7.007 -0.5563
O -2.793 5.742 -6.379 -0.4177
C -2.847 4.376 -5.952 -0.7049
C -1.965 4.181 -4.713 0.4248
N -2.246 5.111 -3.573 -0.0200
C -1.293 5.039 -2.477 1.0573
C -1.813 6.098 -1.554 -0.9403
O -1.039 6.146 -0.260 -0.1150
C -1.618 7.125 0.638 -0.8745
H -0.623 6.036 -6.385 0.1433
H -1.631 7.103 -7.282 0.3009
H -1.426 5.434 -7.907 0.2856
H -2.489 3.686 -6.748 0.3304
H -3.908 4.164 -5.781 0.2714
H -0.929 4.438 -5.094 -0.4197
H -2.062 3.202 -4.313 -0.0369
H -2.272 6.057 -3.916 0.4266
H -0.283 5.207 -2.729 -0.0543
H -1.254 4.027 -2.008 -0.5425
H -2.834 5.922 -1.309 0.2003
H -1.738 7.056 -2.088 0.3919
H -2.644 6.840 0.917 0.2715
H -1.493 8.113 0.193 0.2736
H -1.028 6.930 1.493 0.2869
```

The value obtained for the HOMO energy is -8.5 eV. As for the electronic energy: -116067.6724 eV. As for the frontier orbital gap: 8.98 eV. The energy above the lowest of the compared OMol25 structures with the same formula, charge and spin comes out at 3.311 eV.